(1)
ORCA calculation (ωB97M-V with the def2-TZVPD basis set) on a structure of composition C18H25CoN4O6S.

- HOMO-LUMO gap (alpha / beta) (eV) = 9.3485 / 5.8617
- highest occupied orbital energy (alpha / beta) (eV) = -14.316 / -14.414
- LUMO level (alpha / beta) (eV) = -5.0 / -8.6
- net charge = +2
- 2S+1 = 5

```
55
Properties=species:S:1:pos:R:3:lowdin_spin:R:1
Co -0.81225 0.72591 -0.84591 2.76
C -2.56708 1.88528 1.25053 0.00
C -3.43307 0.83562 0.59458 0.00
O -2.56590 -0.19879 0.09932 0.03
C -3.23912 -1.16253 -0.73007 0.00
C -2.46395 -1.28929 -2.03142 0.00
O -2.14786 0.06629 -2.35717 0.03
C -1.59263 0.39437 -3.62676 0.00
C -1.48889 1.91781 -3.60850 0.00
O -1.07846 2.35193 -2.29758 0.03
C -1.91504 3.37722 -1.73529 0.00
C -1.50574 3.54039 -0.29012 0.00
O -1.50093 2.25385 0.34802 0.03
H -2.08568 1.49366 2.14249 0.00
H -3.16199 2.76294 1.50187 0.00
H -3.99537 1.25658 -0.24545 0.00
H -4.13436 0.42083 1.32142 0.00
H -4.24854 -0.80882 -0.94251 0.00
H -3.29912 -2.11616 -0.20643 0.00
H -3.07962 -1.74713 -2.80705 0.00
H -1.54030 -1.86537 -1.91532 0.00
H -2.25658 0.07650 -4.43272 0.00
H -0.62478 -0.09587 -3.74889 0.00
H -2.45880 2.35768 -3.84018 0.00
H -0.76372 2.26731 -4.34353 0.00
H -2.96071 3.06398 -1.81194 0.00
H -1.77952 4.31412 -2.27922 0.00
H -2.18551 4.22024 0.22278 0.00
H -0.49101 3.92937 -0.21019 0.00
N 3.92967 -4.16432 4.48348 0.27
C 3.25544 -3.20279 3.87479 0.13
C 3.91215 -1.98065 3.52403 0.13
C 3.20463 -0.98977 2.91455 0.00
C 1.83628 -1.18150 2.64435 0.26
C 1.17368 -2.37791 2.97604 0.00
C 1.86597 -3.38453 3.57803 0.13
S 0.88122 0.17474 1.97731 0.01
O 1.71865 1.32996 2.08269 0.01
O -0.37193 0.11671 2.67128 0.01
N 0.57285 -0.20590 0.44549 0.06
C 1.58459 -0.16853 -0.48169 0.01
N 1.10677 0.19199 -1.69318 0.03
C 1.97958 0.26725 -2.70041 0.01
C 3.31412 -0.01970 -2.51784 0.00
C 3.69794 -0.38786 -1.23424 0.00
N 2.84960 -0.46734 -0.21467 0.01
H 4.90721 -4.05551 4.71565 0.00
H 3.48477 -5.03108 4.75174 0.00
H 4.96145 -1.85709 3.75989 0.00
H 3.66125 -0.04787 2.64749 0.00
H 0.11612 -2.47377 2.77247 0.00
H 1.38083 -4.31191 3.85454 0.00
H 1.59567 0.57620 -3.66540 0.00
H 4.02413 0.04161 -3.32755 0.00
H 4.73387 -0.61837 -1.01361 0.00
```

=====

(2)
ORCA calculation (ωB97M-V with the def2-TZVPD basis set) on a structure of composition C18H25F2N5NbO2 at a distorted geometry.

- HOMO-LUMO gap (eV) = 7.3603
- highest occupied orbital energy (eV) = -5.590
- LUMO level (eV) = 1.8
- net charge = -1

```
53
Properties=species:S:1:pos:R:3:nbo_charge:R:1
O 1.30976 0.77529 4.85271 -0.57
C 0.88313 1.56272 4.06183 0.96
F 0.00879 1.15282 3.14839 -0.33
N 1.24368 2.90046 4.03910 -0.90
Nb 3.18759 3.28728 3.15941 1.78
C 0.23484 3.74068 3.55951 0.97
O -0.42528 3.65569 2.56715 -0.57
F 0.03015 4.73978 4.40263 -0.32
H 2.53360 3.44561 1.44410 -0.44
H 2.76842 5.06699 3.34770 -0.41
H 4.00853 3.25281 4.81520 -0.41
H 3.37148 1.48924 2.87738 -0.43
H 4.82742 3.71396 2.51875 -0.33
N 1.85992 5.63441 -0.62629 -0.50
C 2.88010 4.84768 -1.06520 -0.05
C 3.67022 5.60056 -1.89408 -0.32
C 3.09716 6.90144 -1.95282 -0.32
C 1.98153 6.88908 -1.15560 -0.09
H 1.13412 5.33163 -0.00159 0.43
H 2.95442 3.82431 -0.74608 0.23
H 4.55954 5.25957 -2.39706 0.21
H 3.46350 7.74788 -2.51034 0.21
H 1.27008 7.66165 -0.91965 0.20
N -1.06196 -2.20328 -0.82501 -0.52
C -2.13811 -1.41432 -1.12779 -0.10
C -2.16435 -0.37807 -0.23150 -0.30
C -1.05752 -0.54376 0.64482 -0.30
C -0.39665 -1.67464 0.25123 -0.06
H -0.79776 -3.03586 -1.31456 0.40
H -2.78904 -1.65819 -1.95052 0.21
H -2.89421 0.41396 -0.20624 0.22
H -0.77731 0.09309 1.46706 0.25
H 0.48740 -2.14737 0.64240 0.21
N 1.13986 -4.97119 -2.41708 -0.52
C 2.01412 -4.40340 -1.52677 -0.08
C 3.15951 -4.09090 -2.20509 -0.30
C 2.96908 -4.47985 -3.55901 -0.30
C 1.71459 -5.01781 -3.65893 -0.08
H 0.22131 -5.30415 -2.19426 0.41
H 1.74485 -4.27418 -0.49233 0.21
H 4.03597 -3.63271 -1.77996 0.23
H 3.67366 -4.37528 -4.36648 0.22
H 1.18372 -5.42765 -4.50062 0.21
N -6.04471 -2.87428 -0.29714 -0.50
C -7.07216 -3.77484 -0.37658 -0.08
C -6.53744 -5.03027 -0.26302 -0.31
C -5.13225 -4.87810 -0.10567 -0.31
C -4.86122 -3.53557 -0.12988 -0.08
H -6.14248 -1.87828 -0.35243 0.41
H -8.08897 -3.44646 -0.50577 0.21
H -7.09066 -5.95414 -0.28809 0.22
H -4.40530 -5.66388 0.01273 0.21
H -3.93440 -2.99390 -0.04208 0.23
```

=====

(3)
ORCA calculation (ωB97M-V with the def2-TZVPD basis set) on the molecule C18H25F3N4O4.

- HOMO-LUMO gap (eV) = 10.0092
- highest occupied orbital energy (eV) = -9.435
- LUMO level (eV) = 0.6
- energy relative to the best compared isomer or geometry (same formula, charge and spin) (kcal/mol) = 0.5
- structure (SMILES) = CCCc1ncoc1C(=O)NC1(CNC(=O)[C@@H](NC(=O)C(F)(F)F)C(C)C)CC1

```
54
Properties=species:S:1:pos:R:3:nbo_charge:R:1
C -3.31927 -3.38614 -1.89393 -0.60
C -2.51728 -3.31836 -0.60188 -0.38
C -2.51743 -1.90576 -0.01147 -0.45
C -1.75492 -1.84136 1.26232 0.21
N -2.35591 -2.07165 2.49399 -0.46
C -1.40489 -1.96830 3.35203 0.36
O -0.19611 -1.69906 2.83168 -0.42
C -0.43345 -1.62460 1.47565 0.07
C 0.68923 -1.39510 0.56330 0.65
O 0.51580 -1.33462 -0.64851 -0.65
N 1.91025 -1.27355 1.15130 -0.61
C 3.12210 -1.15147 0.38933 0.08
C 3.49843 0.25884 -0.00762 -0.21
N 2.38329 0.91068 -0.68110 -0.62
C 1.70576 1.89735 -0.04051 0.69
O 2.20835 2.64294 0.78425 -0.64
C 0.25090 2.10915 -0.46320 -0.15
N -0.45763 2.39263 0.77485 -0.60
C -1.65881 1.87359 1.05620 0.59
O -2.34631 1.19413 0.32649 -0.59
C -2.16378 2.17155 2.48676 0.90
F -1.39471 3.06762 3.13493 -0.33
F -3.40676 2.64617 2.45735 -0.30
F -2.16057 1.04404 3.21011 -0.31
C 0.12717 3.26093 -1.47631 -0.21
C -1.33590 3.52200 -1.81797 -0.61
C 0.92762 2.96170 -2.74036 -0.61
C 4.22739 -2.10947 0.72078 -0.41
C 3.44036 -2.27917 -0.54814 -0.40
H -3.31360 -4.39243 -2.31401 0.21
H -4.35892 -3.09941 -1.72415 0.20
H -2.90578 -2.70712 -2.64213 0.20
H -2.92631 -4.01738 0.13244 0.20
H -1.48290 -3.61906 -0.78869 0.20
H -2.08245 -1.20697 -0.72414 0.25
H -3.53928 -1.58288 0.19470 0.23
H -1.46294 -2.06258 4.42387 0.20
H 1.95926 -1.28615 2.15740 0.42
H 3.74704 0.86204 0.86615 0.23
H 4.37859 0.22632 -0.65343 0.20
H 1.79586 0.26749 -1.20042 0.42
H -0.17305 1.19554 -0.88741 0.24
H 0.05746 2.91470 1.47000 0.44
H 0.54758 4.14952 -0.99315 0.21
H -1.78980 2.63956 -2.27378 0.21
H -1.92331 3.78004 -0.93737 0.21
H -1.41209 4.34947 -2.52456 0.21
H 0.57399 2.03941 -3.21036 0.20
H 0.80106 3.76901 -3.46209 0.22
H 1.99320 2.85284 -2.53975 0.22
H 5.24081 -1.73746 0.65630 0.22
H 4.04851 -2.81461 1.52046 0.22
H 2.72853 -3.08936 -0.60061 0.23
H 3.91559 -2.02523 -1.48559 0.22
```

=====

E_tot list, top to bottom, in a.u.: -3151.766149; -1381.675814; -1520.556484